{"formula": "C12H30IN2O4", "method": "wB97M-V/def2-TZVPD", "species": ["I", "C", "O", "C", "C", "N", "C", "C", "O", "C", "H", "H", "H", "H", "H", "H", "H", "H", "H", "H", "H", "H", "H", "H", "H", "C", "O", "C", "C", "N", "C", "C", "O", "C", "H", "H", "H", "H", "H", "H", "H", "H", "H", "H", "H", "H", "H", "H", "H"], "positions_angstrom": [[-0.520565, 0.175233, 1.383793], [1.594695, 0.658943, -2.350227], [2.177645, 0.140033, -1.146257], [1.714115, -1.222487, -0.856757], [2.337395, -1.842417, 0.375203], [2.056325, -1.136537, 1.579913], [2.688205, -1.830837, 2.710723], [2.427295, -1.135337, 4.022603], [2.744285, 0.279383, 3.976603], [2.228155, 0.987833, 5.131093], [1.898765, 0.151943, -3.265967], [1.918885, 1.690013, -2.491297], [0.512265, 0.620243, -2.228007], [1.996645, -1.812817, -1.728407], [0.641175, -1.386907, -0.757427], [3.387635, -1.973527, 0.114593], [1.917345, -2.844587, 0.460733], [1.053675, -1.044627, 1.659573], [3.748685, -2.001987, 2.525793], [2.274565, -2.835347, 2.800043], [2.891215, -1.620787, 4.881213], [1.353575, -1.265447, 4.157863], [1.175705, 0.801323, 5.344793], [2.433705, 2.058273, 5.132423], [2.768965, 0.564853, 5.977683], [-3.788065, 4.570783, -1.685347], [-3.492505, 4.026533, -0.446237], [-2.451965, 3.091163, -0.427437], [-2.913245, 1.666513, -0.949807], [-1.759545, 0.763703, -1.002967], [-2.194295, -0.545487, -1.504117], [-1.005585, -1.362647, -1.916637], [-1.375255, -2.544297, -2.447007], [-0.339775, -3.393157, -2.790217], [-4.102845, 3.856363, -2.446017], [-2.912925, 5.154693, -1.970477], [-4.616095, 5.239933, -1.451467], [-2.261765, 2.973163, 0.639333], [-1.522015, 3.355153, -0.931047], [-3.307745, 1.760653, -1.961537], [-3.742305, 1.306893, -0.340347], [-1.272705, 0.656173, -0.124607], [-2.807805, -0.456067, -2.400617], [-2.711755, -1.070797, -0.701377], [-0.357195, -1.485747, -1.049137], [-0.527385, -0.845707, -2.748627], [-0.603385, -4.434577, -2.974727], [0.498155, -3.453527, -2.095707], [0.147665, -3.004157, -3.684187]], "atomic_forces_ev_per_a": [[-0.17, 0.03, 4.87], [-0.15, 0.00, 1.02], [-0.46, -1.09, -0.06], [1.04, 0.66, -0.17], [0.24, 0.33, -1.00], [3.04, -0.66, 0.72], [-0.16, 0.54, -0.64], [-0.80, 1.25, -0.13], [-0.66, -0.06, 0.57], [0.89, -1.50, -0.05], [0.12, -0.63, -0.05], [0.02, 0.07, 0.41], [0.09, 0.43, -0.33], [0.16, -0.38, -0.25], [2.69, 1.30, 0.62], [0.48, 0.15, 0.73], [-0.13, -0.78, -0.41], [0.43, -0.35, 0.60], [0.23, 0.39, -0.17], [-0.19, -0.58, 0.29], [0.46, -0.08, 0.06], [-0.36, 0.37, 0.29], [-0.25, 0.04, -0.51], [0.04, -0.15, -0.69], [0.09, 0.11, 0.54], [-0.14, 0.75, 0.49], [-0.15, -0.28, 0.40], [-0.66, -2.37, 0.66], [1.41, 1.03, 0.12], [-2.33, 0.70, -4.18], [0.45, 0.46, 0.42], [-0.22, 1.69, -0.04], [-2.10, -3.42, -0.15], [1.36, 0.03, -0.61], [0.17, -0.13, -0.11], [-0.03, 0.15, -0.76], [-0.08, 0.20, -0.52], [0.45, -0.08, -0.07], [-0.07, 0.47, -0.27], [-0.08, 0.11, -0.23], [-0.16, -0.10, 0.44], [-1.09, 0.71, -1.48], [-0.46, 0.23, 0.14], [-0.51, -0.37, 0.00], [-2.34, -0.14, -1.04], [0.72, 0.56, 0.34], [-0.78, 0.22, -0.01], [-0.18, 0.21, 0.73], [0.10, -0.03, -0.56]], "nbo_charge": [-0.66, -0.26, -0.54, -0.05, -0.23, -0.66, -0.23, -0.07, -0.53, -0.24, 0.14, 0.18, 0.20, 0.14, 0.17, 0.17, 0.14, 0.37, 0.18, 0.15, 0.15, 0.17, 0.17, 0.19, 0.14, -0.24, -0.54, -0.08, -0.23, -0.69, -0.24, -0.03, -0.54, -0.24, 0.16, 0.16, 0.18, 0.20, 0.17, 0.16, 0.16, 0.31, 0.18, 0.17, 0.16, 0.14, 0.18, 0.16, 0.15], "de_lowest_kj_mol": 439.78, "homo_ev": -3.583, "homo_lumo_gap_ev": 6.75, "total_charge": -1}

{"formula": "C12H30InN2O4", "method": "wB97M-V/def2-TZVPD", "species": ["In", "C", "O", "C", "C", "N", "C", "C", "O", "C", "H", "H", "H", "H", "H", "H", "H", "H", "H", "H", "H", "H", "H", "H", "H", "C", "O", "C", "C", "N", "C", "C", "O", "C", "H", "H", "H", "H", "H", "H", "H", "H", "H", "H", "H", "H", "H", "H", "H"], "positions_angstrom": [[0.451535, -0.335209, -0.243542], [-6.066838, 0.546297, 0.757121], [-4.843081, 0.702427, 0.103742], [-4.283347, 1.987168, -0.038478], [-2.827510, 1.795189, -0.505862], [-1.984678, 1.293810, 0.596188], [-1.402600, 2.316936, 1.543239], [-0.516262, 3.279265, 0.785319], [0.511288, 2.501911, 0.226618], [1.576783, 3.295211, -0.371810], [-6.814992, 1.328545, 0.631981], [-5.909216, 0.403568, 1.842516], [-6.384027, -0.464463, 0.491543], [-4.386271, 2.377130, 0.982383], [-4.861390, 2.549273, -0.783744], [-2.394301, 2.671213, -0.979754], [-2.892913, 1.034347, -1.288196], [-2.688088, 0.869419, 1.204067], [-0.877955, 1.718905, 2.288269], [-2.209881, 2.844017, 2.059625], [-0.116631, 3.980659, 1.525882], [-0.992691, 3.888588, 0.015056], [2.290480, 2.608118, -0.822421], [2.014871, 3.853938, 0.452169], [1.126165, 3.868892, -1.181587], [3.253480, 0.458205, -2.749388], [2.927734, -0.283357, -1.562367], [4.066130, -0.949470, -1.071230], [3.655974, -2.205131, -0.332269], [2.717721, -1.809851, 0.706651], [2.334686, -2.884169, 1.585361], [1.307980, -3.787077, 0.878645], [0.326562, -2.963947, 0.204678], [-0.786715, -3.766209, -0.249954], [4.092941, 1.150089, -2.660751], [2.389862, 1.082456, -2.982718], [3.435312, -0.234142, -3.571317], [4.660465, -0.274135, -0.442937], [4.747769, -1.193848, -1.889860], [4.500695, -2.845164, -0.057220], [3.267889, -2.799742, -1.171759], [2.985042, -0.991513, 1.247641], [1.874559, -2.570851, 2.522898], [3.211852, -3.471005, 1.880125], [0.778893, -4.410186, 1.597564], [1.784310, -4.383771, 0.096334], [-1.475454, -3.048414, -0.689529], [-1.191074, -4.412788, 0.525656], [-0.385040, -4.321119, -1.104590]], "atomic_forces_ev_per_a": [[0.90, -0.56, 0.88], [-0.38, -1.15, 1.43], [1.04, 0.04, -1.39], [-0.53, -1.24, 1.37], [0.20, -0.21, -0.91], [-1.27, 1.00, 0.75], [0.12, -0.33, -1.25], [0.40, 0.13, 0.98], [0.80, -1.13, -0.68], [-0.64, -0.50, 0.14], [0.16, 0.00, -0.44], [0.17, 0.49, 0.03], [-0.48, 0.37, -0.44], [0.15, 1.05, -0.30], [0.35, 0.36, -0.02], [-0.05, 0.15, 0.22], [-0.02, -0.09, 0.09], [0.56, -1.43, -0.11], [0.24, 0.35, 0.07], [-0.12, -0.01, -0.15], [0.15, 0.03, -0.07], [-0.32, -0.15, 0.04], [0.07, -0.04, 0.23], [0.23, 0.40, -0.43], [0.25, 0.48, 0.22], [-0.68, 0.53, -0.76], [-0.79, 0.48, 0.00], [1.64, 0.06, 0.64], [0.08, 0.89, -2.07], [-0.43, 0.13, 0.53], [-1.12, -0.87, 0.43], [-0.10, 0.46, -0.73], [0.12, 0.53, 0.77], [0.63, 0.38, -1.33], [0.18, -0.30, 0.50], [-0.06, -0.17, -0.10], [0.02, 0.02, 0.01], [-0.21, 0.09, 0.16], [-0.23, -0.24, -0.13], [0.10, 0.50, 0.90], [-1.10, -0.26, 0.69], [0.58, -0.06, -0.25], [0.11, 0.66, -0.16], [-0.03, -0.10, -0.23], [0.22, -0.11, 0.07], [0.01, -0.17, 0.17], [-0.49, -0.21, 0.38], [-0.12, 0.21, -0.02], [-0.33, -0.47, 0.27]], "nbo_charge": [1.50, -0.28, -0.44, -0.09, -0.27, -0.45, -0.26, -0.10, -0.60, -0.25, 0.23, 0.21, 0.24, 0.21, 0.28, 0.24, 0.25, 0.42, 0.24, 0.26, 0.23, 0.21, 0.19, 0.22, 0.21, -0.27, -0.61, -0.09, -0.30, -0.51, -0.28, -0.07, -0.61, -0.25, 0.22, 0.19, 0.22, 0.20, 0.23, 0.28, 0.25, 0.42, 0.24, 0.26, 0.23, 0.21, 0.19, 0.22, 0.21], "de_lowest_kj_mol": 122.66, "homo_ev": -18.270, "homo_lumo_gap_ev": 3.07, "total_charge": 3}

{"formula": "C12H31AuN6O5P2", "method": "wB97M-V/def2-TZVPD", "species": ["Au", "C", "N", "C", "P", "O", "O", "P", "O", "N", "C", "C", "N", "C", "C", "N", "C", "C", "H", "H", "H", "H", "H", "H", "H", "H", "H", "H", "H", "H", "H", "H", "H", "H", "H", "H", "H", "H", "H", "H", "H", "H", "C", "C", "N", "O", "C", "C", "N", "O", "H", "H", "H", "H", "H", "H", "H"], "positions_angstrom": [[-2.186547, -0.449139, 0.831416], [1.498494, -0.281624, -3.950306], [0.627978, -1.014019, -3.042125], [0.075980, -2.253822, -3.589816], [0.605231, -0.815340, -1.409380], [-0.596860, -1.403083, -0.788322], [0.671059, 0.815484, -1.315291], [-0.225827, 1.878223, -0.537803], [-1.519204, 1.362432, 0.012137], [-0.554380, 2.963034, -1.726619], [-1.635757, 3.923644, -1.499796], [0.404236, 3.339002, -2.758910], [0.759560, 2.475134, 0.641937], [2.138369, 2.839239, 0.339156], [0.219221, 3.070262, 1.864016], [1.986007, -1.247571, -0.620256], [3.293948, -0.748203, -1.021362], [2.009059, -2.466551, 0.186203], [2.357973, -0.884379, -4.256932], [1.857401, 0.634989, -3.488782], [0.937073, -0.020136, -4.849204], [0.866930, -2.949529, -3.884048], [-0.517941, -2.025472, -4.476499], [-0.566687, -2.733530, -2.856608], [-2.257791, 3.603771, -0.667228], [-2.264492, 3.986001, -2.389389], [-1.244117, 4.922591, -1.290364], [1.190350, 2.594437, -2.839216], [0.853336, 4.313163, -2.547018], [-0.108833, 3.405622, -3.719822], [2.434993, 2.463351, -0.637082], [2.805170, 2.416589, 1.093841], [2.260169, 3.924853, 0.351515], [-0.865538, 2.983868, 1.882614], [0.498398, 4.123172, 1.927678], [0.617665, 2.566359, 2.743599], [3.198956, 0.187672, -1.569122], [3.823557, -1.472898, -1.646239], [3.900119, -0.571539, -0.130808], [0.997821, -2.842970, 0.315516], [2.438154, -2.252959, 1.169167], [2.621580, -3.239059, -0.285426], [-3.184946, -3.618204, 3.586927], [-2.644469, -2.408830, 2.913305], [-3.134614, -1.992922, 1.800168], [-4.110971, -2.770187, 1.286016], [-1.509283, -1.659125, 3.441965], [-0.957624, -1.865165, 4.816732], [-0.932570, -0.812432, 2.648140], [0.047374, -0.155902, 2.721258], [-3.237467, -4.430250, 2.859323], [-4.214197, -3.438183, 3.908047], [-2.587376, -3.921163, 4.439325], [-4.502366, -2.299792, 0.533946], [-1.762580, -1.960909, 5.543658], [-0.329912, -1.019672, 5.087804], [-0.343816, -2.768332, 4.848362]], "atomic_forces_ev_per_a": [[0.54, 0.12, 0.44], [0.08, 0.00, -0.11], [-0.26, 0.01, 0.72], [0.03, -0.11, -0.14], [1.22, 0.28, -1.02], [-0.47, -0.18, 0.43], [-0.29, -0.06, 0.40], [1.68, 1.43, -1.24], [-0.84, -1.03, 0.90], [-0.25, -0.60, 0.55], [-0.03, 0.16, -0.08], [-0.01, 0.08, -0.11], [-0.79, -0.71, -0.09], [0.17, 0.02, 0.07], [-0.05, -0.06, 0.04], [-0.74, -0.04, 0.04], [0.10, -0.06, -0.02], [0.13, 0.02, 0.09], [0.00, 0.02, 0.06], [0.01, -0.02, -0.04], [0.00, 0.04, 0.03], [0.01, 0.03, 0.05], [0.00, 0.03, 0.04], [-0.01, -0.01, -0.03], [-0.04, 0.04, -0.02], [0.02, -0.03, 0.01], [0.03, -0.04, 0.04], [0.00, 0.04, -0.04], [0.01, -0.04, 0.05], [0.02, -0.03, 0.01], [0.03, -0.01, 0.02], [0.00, -0.02, -0.05], [-0.03, -0.01, -0.06], [0.00, 0.05, 0.02], [-0.09, 0.02, -0.07], [0.08, -0.04, 0.05], [0.04, 0.00, 0.02], [-0.04, 0.04, -0.04], [-0.03, 0.07, -0.02], [0.02, -0.05, 0.00], [0.00, 0.01, -0.03], [-0.06, 0.00, -0.03], [-0.12, -0.03, -0.04], [-0.17, -0.15, 0.04], [0.51, 0.62, -0.25], [-0.20, -0.09, -0.27], [-0.38, -0.45, -0.35], [0.31, 0.18, 0.01], [-0.34, 0.21, 0.63], [0.20, 0.35, -0.68], [0.06, -0.03, 0.05], [0.03, 0.05, 0.02], [0.03, 0.02, 0.00], [-0.03, -0.01, 0.07], [-0.07, 0.00, -0.08], [-0.01, -0.02, 0.08], [-0.03, -0.02, -0.03]], "nbo_charge": [1.14, -0.40, -0.81, -0.41, 2.53, -1.19, -1.10, 2.56, -1.14, -0.81, -0.41, -0.40, -0.81, -0.41, -0.41, -0.82, -0.41, -0.41, 0.21, 0.20, 0.22, 0.20, 0.22, 0.22, 0.22, 0.22, 0.21, 0.21, 0.21, 0.22, 0.21, 0.22, 0.21, 0.22, 0.22, 0.20, 0.21, 0.21, 0.22, 0.22, 0.20, 0.21, -0.69, 0.29, -0.17, -0.47, 0.14, -0.66, 0.20, -0.15, 0.28, 0.29, 0.26, 0.51, 0.27, 0.27, 0.27], "de_lowest_kj_mol": 148.22, "homo_ev": [-14.125, -14.125], "homo_lumo_gap_ev": [4.26, 4.27], "total_charge": 2}

Number 1: M 393.29 g mol⁻¹. Number 2: M 381.20 g mol⁻¹. Number 3: M 598.33 g mol⁻¹.